[1]
C32H108N8O20SnV | ωB97M-V with the def2-TZVPD basis set

Geometry as ORCA input:
```
! wB97M-V def2-TZVPD RIJCOSX def2/J DEFGRID3
* xyz 1 3
Sn -1.60 -0.31 3.40
V 0.94 -1.11 1.35
O 0.16 -1.53 3.31
H 0.73 -1.64 4.14
O 2.10 0.37 2.08
H 2.22 1.15 1.51
O 1.18 -0.70 -0.51
H 1.77 0.04 -0.71
O -0.82 -0.19 1.50
H -1.33 0.02 0.68
O -3.11 -2.43 2.23
H -3.39 -2.83 1.36
H -3.86 -1.95 2.58
O -4.00 0.39 1.59
H -3.57 -0.29 1.04
H -4.69 0.76 0.99
O 2.48 -2.39 1.60
H 2.49 -3.37 1.73
H 3.43 -2.05 1.65
O -2.51 -0.18 -0.67
H -1.91 -0.18 -1.41
H -3.26 0.36 -0.86
O 3.17 -0.18 4.27
H 4.03 -0.14 3.88
H 2.60 0.21 3.54
O -0.57 -0.16 -2.65
H 0.19 -0.20 -2.03
H -0.39 -0.41 -3.54
O -4.70 1.46 -1.00
H -5.24 1.15 -1.78
H -5.12 2.30 -0.91
O 1.78 -1.41 6.32
H 1.95 -0.89 7.10
H 2.41 -1.04 5.69
C 0.56 3.77 1.20
C -0.91 3.95 0.84
C -1.25 3.48 -0.63
O -0.27 4.00 -1.50
C -0.58 3.75 -2.87
N -1.77 3.22 1.79
H 0.76 4.38 2.12
H 1.13 4.21 0.39
H 0.74 2.73 1.51
H -1.14 5.00 0.95
H -2.30 3.82 -0.92
H -1.17 2.35 -0.58
H -0.84 2.70 -2.97
H 0.37 3.93 -3.47
H -1.44 4.34 -3.25
H -1.65 2.28 1.57
H -2.73 3.56 1.79
C -7.82 -1.05 -1.41
C -6.70 -1.25 -2.39
C -7.09 -2.11 -3.57
O -8.16 -1.42 -4.22
C -8.74 -2.21 -5.19
N -6.32 0.12 -2.85
H -8.11 -1.98 -0.86
H -8.67 -0.76 -2.10
H -7.45 -0.30 -0.73
H -5.80 -1.70 -1.91
H -7.44 -3.16 -3.33
H -6.34 -2.25 -4.37
H -9.04 -3.14 -4.71
H -8.00 -2.46 -5.97
H -9.68 -1.68 -5.60
H -7.15 0.50 -3.24
H -5.72 -0.12 -3.63
C 7.15 -1.74 1.81
C 6.14 -0.56 1.86
C 6.82 0.60 1.14
O 8.00 1.13 1.74
C 7.64 1.63 3.04
N 4.94 -1.02 1.25
H 6.80 -2.73 2.11
H 8.07 -1.41 2.29
H 7.54 -1.74 0.77
H 5.86 -0.24 2.89
H 6.09 1.38 1.04
H 7.01 0.40 0.04
H 8.45 2.24 3.38
H 7.55 0.78 3.76
H 6.80 2.33 2.97
H 5.13 -1.78 0.65
H 4.32 -0.27 0.85
C 4.39 3.30 -0.36
C 3.70 2.73 -1.64
C 4.52 1.52 -2.09
O 5.63 1.97 -2.92
C 5.39 1.88 -4.36
N 2.33 2.31 -1.39
H 3.83 4.09 0.12
H 5.32 3.71 -0.77
H 4.56 2.54 0.39
H 3.88 3.49 -2.43
H 3.84 0.77 -2.51
H 5.09 1.01 -1.27
H 4.51 2.52 -4.64
H 5.19 0.81 -4.57
H 6.27 2.24 -4.89
H 1.83 3.15 -1.02
H 1.88 2.05 -2.26
C 2.82 -5.66 4.98
C 3.07 -5.04 3.58
C 4.10 -5.81 2.78
O 4.16 -5.07 1.55
C 5.30 -5.42 0.80
N 1.93 -4.94 2.63
H 3.71 -5.47 5.55
H 2.54 -6.75 5.10
H 2.00 -5.15 5.49
H 3.46 -4.12 3.66
H 3.88 -6.84 2.70
H 5.08 -5.81 3.19
H 5.35 -4.98 -0.20
H 5.36 -6.50 0.61
H 6.19 -5.15 1.39
H 1.75 -5.89 2.25
H 1.09 -4.73 3.22
C 1.45 2.77 5.19
C 0.21 1.85 5.14
C -1.03 2.48 5.79
O -2.17 1.66 5.55
C -3.29 2.13 6.30
N -0.11 1.56 3.78
H 2.40 2.25 4.89
H 1.50 3.20 6.22
H 1.37 3.64 4.50
H 0.37 0.90 5.66
H -1.14 3.39 5.16
H -0.92 2.81 6.84
H -4.14 1.56 5.92
H -3.46 3.17 6.11
H -3.18 1.93 7.39
H 0.68 1.24 3.26
H -0.49 2.42 3.39
C -3.34 6.03 -7.14
C -2.99 4.59 -7.66
C -3.64 3.46 -6.82
O -2.81 3.26 -5.65
C -3.03 2.13 -4.83
N -3.55 4.41 -8.97
H -4.44 6.00 -7.02
H -3.04 6.77 -7.86
H -2.83 6.15 -6.21
H -1.88 4.45 -7.68
H -3.53 2.58 -7.50
H -4.68 3.72 -6.51
H -4.01 1.89 -4.38
H -2.37 2.22 -4.02
H -2.73 1.19 -5.31
H -3.61 5.32 -9.41
H -3.06 3.72 -9.51
C 0.31 -3.52 -1.57
C -0.85 -3.27 -0.57
C -1.77 -4.48 -0.70
O -2.84 -4.36 0.27
C -3.55 -5.57 0.39
N -0.26 -3.01 0.76
H 0.06 -4.13 -2.50
H 1.21 -3.99 -1.18
H 0.60 -2.54 -1.95
H -1.35 -2.39 -0.90
H -1.13 -5.36 -0.36
H -2.16 -4.55 -1.68
H -4.07 -5.95 -0.52
H -4.38 -5.43 1.14
H -2.89 -6.39 0.67
H 0.42 -3.77 0.96
H -0.98 -3.07 1.46
*
```

Values from the calculation:
Kohn-Sham gap (spin up / spin down)	8.86 / 8.97	eV
⟨S²⟩	2.008
energy above the lowest of the compared OMol25 structures with the same formula, charge and spin	0.00	kcal per mole

Results of the Löwdin charge analysis, in e, for atoms 1 through 99:
1 Sn 1.38
2 V 0.95
3 O -0.49
4 H 0.04
5 O -0.37
6 H 0.00
7 O -0.35
8 H -0.03
9 O -0.50
10 H 0.01
11 O -0.15
12 H 0.06
13 H 0.02
14 O -0.13
15 H -0.01
16 H 0.04
17 O -0.14
18 H 0.04
19 H 0.06
20 O -0.05
21 H 0.00
22 H -0.01
23 O -0.08
24 H 0.01
25 H -0.02
26 O -0.05
27 H 0.02
28 H 0.04
29 O -0.08
30 H 0.02
31 H 0.05
32 O -0.07
33 H 0.03
34 H -0.02
35 C -0.04
36 C -0.39
37 C -0.18
38 O -0.23
39 C -0.09
40 N 0.06
41 H 0.09
42 H 0.05
43 H 0.07
44 H 0.13
45 H 0.14
46 H 0.13
47 H 0.05
48 H 0.11
49 H 0.10
50 H 0.01
51 H 0.10
52 C -0.05
53 C -0.42
54 C -0.19
55 O -0.23
56 C -0.13
57 N 0.04
58 H 0.10
59 H 0.10
60 H 0.07
61 H 0.15
62 H 0.14
63 H 0.13
64 H 0.08
65 H 0.10
66 H 0.12
67 H 0.08
68 H 0.08
69 C -0.03
70 C -0.44
71 C -0.23
72 O -0.16
73 C -0.09
74 N 0.04
75 H 0.07
76 H 0.08
77 H 0.09
78 H 0.12
79 H 0.07
80 H 0.15
81 H 0.08
82 H 0.11
83 H 0.09
84 H 0.07
85 H 0.10
86 C -0.04
87 C -0.42
88 C -0.19
89 O -0.22
90 C -0.08
91 N 0.07
92 H 0.06
93 H 0.09
94 H 0.05
95 H 0.14
96 H 0.12
97 H 0.11
98 H 0.09
99 H 0.08

---

[2]
C32H20BaBr2F4N3O4PS | ωB97M-V with the def2-TZVPD basis set

Geometry as ORCA input:
```
! wB97M-V def2-TZVPD RIJCOSX def2/J DEFGRID3
* xyz -2 1
Ba 0.05 1.09 -1.79
F 2.70 -6.13 -3.60
C 2.31 -5.07 -2.86
C 2.07 -5.22 -1.51
F 1.94 -6.43 -1.01
C 1.80 -4.13 -0.72
F 1.65 -4.40 0.56
C 1.88 -2.85 -1.23
P 1.75 -1.33 -0.18
C 0.58 -1.86 1.12
C 0.74 -1.47 2.45
C -0.20 -1.81 3.36
C -1.25 -2.65 3.00
C -1.47 -2.99 1.66
C -0.51 -2.64 0.73
C 3.27 -1.18 0.89
C 3.64 -2.17 1.81
C 4.66 -1.92 2.71
C 5.33 -0.67 2.71
C 5.08 0.22 1.68
C 4.03 -0.02 0.80
C 2.06 -2.61 -2.56
Br 2.37 -0.92 -3.43
C 2.30 -3.74 -3.33
F 2.45 -3.60 -4.64
H 1.62 -0.85 2.78
H -0.17 -1.51 4.42
H -1.93 -3.04 3.77
H -2.35 -3.56 1.37
H -0.66 -2.86 -0.30
H 3.09 -3.01 2.01
H 4.86 -2.58 3.51
H 6.12 -0.56 3.44
H 5.63 1.19 1.58
H 3.72 0.79 0.13
O 0.69 7.17 2.66
C -0.23 7.09 1.82
O -0.93 7.99 1.36
C -0.50 5.71 1.27
C -1.20 5.61 0.01
C -1.38 4.45 -0.62
N -0.86 3.28 -0.25
C -0.16 3.37 0.99
C 0.05 4.52 1.69
C 0.52 2.06 1.45
O 0.59 1.91 2.64
O 0.87 1.28 0.53
H -1.62 6.52 -0.37
H -2.08 4.41 -1.53
H 0.68 4.51 2.58
N -2.85 2.14 -2.90
C -3.71 1.47 -2.02
C -4.75 0.72 -2.48
C -5.56 -0.13 -1.71
C -5.38 -0.05 -0.31
C -4.49 0.83 0.21
C -3.63 1.50 -0.62
H -3.19 2.22 -3.83
H -2.51 2.98 -2.48
H -4.88 0.65 -3.54
H -6.29 -0.82 -2.17
H -6.05 -0.57 0.36
H -4.38 0.84 1.24
H -2.90 2.17 -0.25
S -2.77 -3.13 -3.39
C -1.46 -2.15 -3.15
N -0.55 -1.42 -3.08
Br 1.74 3.36 -3.44
*
```

Values from the calculation:
Kohn-Sham gap	6.96	eV
energy above the lowest of the compared OMol25 structures with the same formula, charge and spin	4.72	kcal per mole

Calculated atomic charges, method Löwdin, unit e:
1 Ba 1.41
2 F 0.11
3 C -0.11
4 C -0.16
5 F 0.13
6 C -0.23
7 F 0.11
8 C -0.31
9 P 1.05
10 C -0.36
11 C -0.11
12 C -0.09
13 C -0.09
14 C -0.08
15 C -0.10
16 C -0.33
17 C -0.10
18 C -0.08
19 C -0.09
20 C -0.08
21 C -0.09
22 C -0.58
23 Br 0.76
24 C -0.26
25 F 0.06
26 H 0.13
27 H 0.11
28 H 0.09
29 H 0.10
30 H 0.09
31 H 0.07
32 H 0.08
33 H 0.09
34 H 0.12
35 H 0.11
36 O -0.06
37 C -0.73
38 O -0.04
39 C -0.06
40 C -0.01
41 C -0.20
42 N -0.04
43 C -0.14
44 C 0.03
45 C -0.68
46 O 0.05
47 O -0.38
48 H 0.10
49 H 0.11
50 H 0.13
51 N 0.09
52 C -0.34
53 C -0.06
54 C -0.06
55 C -0.11
56 C -0.09
57 C -0.04
58 H 0.09
59 H 0.03
60 H 0.09
61 H 0.11
62 H 0.09
63 H 0.09
64 H 0.07
65 S 0.36
66 C -1.03
67 N -0.16
68 Br -0.61

---

[3]
C32H21BrF5N3O4RuS4 | ωB97M-V with the def2-TZVPD basis set

Geometry as ORCA input:
```
! wB97M-V def2-TZVPD RIJCOSX def2/J DEFGRID3
* xyz -1 6
Ru -0.42 0.04 -0.04
Br -0.45 -3.70 1.05
C 0.58 -3.26 -0.47
C 1.11 -4.29 -1.23
C 1.96 -3.95 -2.27
C 2.29 -2.62 -2.47
C 1.70 -1.67 -1.66
N 0.81 -1.98 -0.71
C 2.11 -0.20 -1.76
O 3.00 0.10 -2.54
O 1.49 0.58 -0.96
H 0.86 -5.31 -1.00
H 2.39 -4.73 -2.90
H 2.99 -2.29 -3.22
O 1.27 -0.42 1.78
S 2.34 -1.10 2.57
C 3.08 0.24 3.58
C 2.27 1.52 3.52
C 2.63 2.39 2.32
C 1.86 3.70 2.30
S 0.19 3.53 1.54
O 0.07 2.06 1.28
C 0.52 4.32 -0.03
C 1.19 3.63 -1.03
C 1.36 4.26 -2.25
C 0.87 5.54 -2.46
C 0.20 6.21 -1.45
C 0.01 5.59 -0.23
C 1.49 -2.00 3.86
C 0.18 -1.68 4.17
C -0.49 -2.43 5.12
C 0.16 -3.48 5.75
C 1.47 -3.80 5.43
C 2.14 -3.06 4.47
H 4.09 0.38 3.19
H 3.17 -0.15 4.60
H 2.46 2.09 4.44
H 1.20 1.29 3.49
H 2.45 1.83 1.39
H 3.70 2.62 2.35
H 2.38 4.48 1.73
H 1.70 4.07 3.31
H 1.53 2.61 -0.89
H 1.87 3.73 -3.05
H 0.99 6.01 -3.43
H -0.21 7.19 -1.63
H -0.56 6.08 0.56
H -0.33 -0.89 3.63
H -1.52 -2.20 5.35
H -0.37 -4.07 6.49
H 1.96 -4.64 5.91
H 3.15 -3.32 4.18
S -2.44 -1.43 -0.77
C -2.88 -1.38 0.89
S -2.04 -0.19 1.82
C -3.79 -2.25 1.47
C -4.45 -3.25 0.70
N -4.99 -4.06 0.09
C -4.02 -2.24 2.87
N -4.20 -2.26 4.01
F -0.33 0.16 -3.20
C -0.98 1.30 -2.84
C -1.30 1.50 -1.51
C -2.01 2.66 -1.26
F -2.41 2.98 -0.01
C -2.36 3.58 -2.25
F -3.05 4.69 -1.96
C -1.98 3.34 -3.56
F -2.29 4.22 -4.52
C -1.28 2.18 -3.86
F -0.92 1.94 -5.14
*
```

Values from the calculation:
Kohn-Sham gap (spin up / spin down)	6.79 / 6.96	eV
⟨S²⟩	8.760
energy above the lowest of the compared OMol25 structures with the same formula, charge and spin	2.11	kcal per mole

Calculated atomic charges, method Löwdin, unit e:
1 Ru 1.25
2 Br 0.85
3 C -0.72
4 C -0.10
5 C -0.05
6 C 0.01
7 C -0.18
8 N 0.01
9 C -0.62
10 O 0.05
11 O -0.18
12 H 0.10
13 H 0.11
14 H 0.12
15 O -0.62
16 S 0.99
17 C -0.30
18 C -0.24
19 C -0.24
20 C -0.30
21 S 1.01
22 O -0.63
23 C -0.40
24 C -0.05
25 C -0.05
26 C -0.08
27 C -0.08
28 C -0.09
29 C -0.41
30 C -0.09
31 C -0.05
32 C -0.08
33 C -0.09
34 C -0.10
35 H 0.08
36 H 0.09
37 H 0.12
38 H 0.10
39 H 0.10
40 H 0.12
41 H 0.09
42 H 0.08
43 H 0.08
44 H 0.12
45 H 0.10
46 H 0.10
47 H 0.11
48 H 0.04
49 H 0.10
50 H 0.10
51 H 0.10
52 H 0.10
53 S 0.56
54 C -1.19
55 S 0.57
56 C -0.42
57 C -0.27
58 N 0.13
59 C -0.27
60 N 0.13
61 F 0.05
62 C -0.25
63 C -0.12
64 C -0.25
65 F 0.04
66 C -0.15
67 F 0.09
68 C -0.15
69 F 0.10
70 C -0.15
71 F 0.10

---

[4]
C32H21F15GeMgN4S | ωB97M-V with the def2-TZVPD basis set

Geometry as ORCA input:
```
! wB97M-V def2-TZVPD RIJCOSX def2/J DEFGRID3
* xyz 0 1
Mg -1.95 0.10 0.14
F 5.25 1.08 -1.04
C 4.57 2.23 -1.18
C 3.21 2.26 -0.93
C 2.60 3.48 -1.16
F 1.27 3.65 -0.98
C 3.28 4.60 -1.58
F 2.65 5.76 -1.77
C 4.64 4.53 -1.80
F 5.31 5.60 -2.21
C 5.30 3.33 -1.61
F 6.61 3.24 -1.83
Ge 2.39 0.62 -0.26
S 0.35 0.81 0.35
C 3.49 0.23 1.30
C 4.34 -0.85 1.43
F 4.53 -1.72 0.43
C 5.07 -1.09 2.59
F 5.88 -2.14 2.67
C 4.95 -0.21 3.65
F 5.65 -0.43 4.76
C 4.12 0.89 3.55
F 4.03 1.74 4.57
C 3.41 1.09 2.38
F 2.65 2.19 2.33
C 2.57 -0.76 -1.64
C 2.24 -2.07 -1.33
F 1.91 -2.41 -0.08
C 2.28 -3.09 -2.26
F 2.00 -4.35 -1.92
C 2.63 -2.80 -3.57
F 2.66 -3.77 -4.48
C 2.94 -1.51 -3.93
F 3.27 -1.22 -5.18
C 2.90 -0.51 -2.96
F 3.21 0.72 -3.39
C -1.27 5.59 0.51
C -2.02 4.32 0.77
C -3.17 4.07 1.49
C -3.34 2.68 1.44
N -2.38 2.12 0.71
N -1.60 3.14 0.30
C -4.40 1.84 2.09
H -1.97 6.42 0.47
H -0.73 5.54 -0.43
H -0.55 5.78 1.31
H -3.79 4.78 2.01
H -0.67 2.91 -0.06
H -5.24 2.45 2.42
H -4.00 1.33 2.98
H -4.78 1.08 1.41
C -2.36 -4.94 2.14
C -2.34 -4.64 0.64
C -3.64 -5.15 -0.01
C -1.14 -5.31 -0.02
C -2.24 -3.18 0.45
C -2.13 -1.97 0.33
H -2.45 -6.02 2.30
H -3.20 -4.45 2.62
H -1.44 -4.60 2.61
H -3.72 -6.24 0.13
H -3.65 -4.94 -1.08
H -4.51 -4.69 0.45
H -1.20 -6.40 0.11
H -0.21 -4.97 0.44
H -1.10 -5.09 -1.08
N -4.54 -1.02 -0.88
C -5.83 -0.86 -1.16
C -6.04 0.48 -1.43
C -4.78 1.06 -1.27
N -3.87 0.15 -0.94
H -4.00 -1.84 -0.59
H -6.50 -1.71 -1.16
H -6.96 0.96 -1.70
H -4.48 2.09 -1.39
*
```

Values from the calculation:
Kohn-Sham gap	8.96	eV
energy above the lowest of the compared OMol25 structures with the same formula, charge and spin	13.71	kcal per mole

Calculated atomic charges, method Löwdin, unit e:
1 Mg 0.44
2 F 0.10
3 C -0.23
4 C -0.13
5 C -0.21
6 F 0.06
7 C -0.14
8 F 0.12
9 C -0.13
10 F 0.14
11 C -0.14
12 F 0.13
13 Ge 0.67
14 S 0.32
15 C -0.13
16 C -0.21
17 F 0.10
18 C -0.14
19 F 0.13
20 C -0.13
21 F 0.14
22 C -0.14
23 F 0.13
24 C -0.23
25 F 0.08
26 C -0.13
27 C -0.24
28 F 0.09
29 C -0.14
30 F 0.13
31 C -0.13
32 F 0.14
33 C -0.14
34 F 0.13
35 C -0.21
36 F 0.10
37 C -0.01
38 C -0.28
39 C 0.03
40 C -0.33
41 N -0.04
42 N 0.02
43 C -0.01
44 H 0.08
45 H 0.08
46 H 0.09
47 H 0.11
48 H 0.05
49 H 0.08
50 H 0.09
51 H 0.06
52 C -0.06
53 C -0.64
54 C -0.06
55 C -0.06
56 C -0.17
57 C -0.09
58 H 0.08
59 H 0.08
60 H 0.09
61 H 0.08
62 H 0.08
63 H 0.08
64 H 0.08
65 H 0.08
66 H 0.08
67 N 0.00
68 C -0.08
69 C -0.06
70 C -0.16
71 N -0.05
72 H 0.09
73 H 0.12
74 H 0.10
75 H 0.12

---

[5]
C32H22Br2N5O9S2Sc | ωB97M-V with the def2-TZVPD basis set

Geometry as ORCA input:
```
! wB97M-V def2-TZVPD RIJCOSX def2/J DEFGRID3
* xyz -2 1
Sc 0.87 1.26 1.30
Br -1.29 6.39 -4.04
C -0.93 4.92 -2.92
C -1.96 4.17 -2.38
C -1.68 3.09 -1.58
C -0.32 2.82 -1.22
O -0.08 1.78 -0.53
C 0.74 3.62 -1.83
C 2.08 3.26 -1.46
N 2.40 2.38 -0.55
C 3.66 1.78 -0.67
C 4.52 1.79 -1.81
C 5.93 1.44 -1.76
C 6.39 0.89 -0.55
C 5.60 0.81 0.61
C 6.14 0.42 1.87
C 5.39 0.26 2.98
C 3.91 0.17 2.74
N 3.35 0.85 1.49
C 4.20 1.10 0.55
C 0.43 4.68 -2.72
H -2.99 4.45 -2.63
H -2.42 2.37 -1.36
H 2.84 3.82 -2.02
H 4.05 2.17 -2.74
H 6.46 1.79 -2.62
H 7.36 0.53 -0.35
H 7.19 0.20 1.77
H 5.61 0.48 4.03
H 3.45 -0.88 2.79
H 1.13 5.34 -3.20
Br -7.34 -8.10 -4.02
C -6.27 -6.67 -3.29
C -5.14 -6.23 -3.90
C -4.22 -5.46 -3.16
C -4.58 -5.01 -1.87
C -5.82 -5.47 -1.26
C -6.63 -6.24 -1.99
N -3.74 -4.18 -1.12
N -2.56 -3.90 -1.63
C -1.65 -3.10 -1.01
C -0.47 -2.96 -1.75
C 0.60 -2.19 -1.24
C 0.39 -1.34 -0.12
O 1.30 -0.60 0.34
C -0.90 -1.41 0.56
N -1.08 -0.35 1.42
C -2.31 -0.27 1.98
C -3.38 -1.14 1.73
C -3.08 -2.28 0.92
C -1.97 -2.24 0.15
H -4.98 -6.67 -4.90
H -3.36 -5.01 -3.71
H -6.08 -5.12 -0.25
H -7.62 -6.58 -1.64
H -0.44 -3.35 -2.71
H 1.49 -2.03 -1.87
H -2.44 0.69 2.54
H -4.30 -1.01 2.26
H -3.70 -3.16 0.84
O 3.40 0.83 3.91
S 1.89 0.37 4.55
O 2.04 -0.90 5.21
O 1.16 0.34 3.23
O 1.54 1.51 5.39
C -0.22 4.14 4.05
S -0.19 3.72 2.34
O -0.89 2.39 2.23
O -0.91 4.76 1.65
O 1.24 3.47 1.96
H -1.22 3.90 4.47
H -0.05 5.22 4.04
H 0.52 3.47 4.51
*
```

Values from the calculation:
Kohn-Sham gap	4.45	eV
energy above the lowest of the compared OMol25 structures with the same formula, charge and spin	71.24	kcal per mole

Calculated atomic charges, method Löwdin, unit e:
1 Sc 1.12
2 Br 0.66
3 C -0.73
4 C -0.14
5 C 0.01
6 C -0.34
7 O -0.15
8 C -0.11
9 C -0.09
10 N 0.08
11 C -0.19
12 C -0.06
13 C -0.13
14 C -0.08
15 C -0.20
16 C -0.07
17 C -0.03
18 C -0.35
19 N 0.07
20 C -0.22
21 C -0.09
22 H 0.10
23 H 0.10
24 H 0.12
25 H 0.09
26 H 0.06
27 H 0.07
28 H 0.09
29 H 0.11
30 H 0.16
31 H 0.09
32 Br 0.64
33 C -0.69
34 C -0.16
35 C -0.03
36 C -0.25
37 C -0.04
38 C -0.18
39 N 0.01
40 N 0.05
41 C -0.24
42 C 0.00
43 C 0.02
44 C -0.33
45 O -0.07
46 C -0.10
47 N 0.10
48 C -0.10
49 C -0.01
50 C -0.01
51 C -0.10
52 H 0.10
53 H 0.11
54 H 0.11
55 H 0.09
56 H 0.09
57 H 0.12
58 H 0.12
59 H 0.09
60 H 0.08
61 O -0.25
62 S 0.53
63 O -0.30
64 O -0.41
65 O -0.32
66 C -0.14
67 S 0.46
68 O -0.41
69 O -0.31
70 O -0.37
71 H 0.08
72 H 0.06
73 H 0.05

---

Calculated total energy for the records above, in order: -119321.882 -217947.457 -175737.110 -153042.686 -241880.219 eV